Record 1
46
Properties=species:S:1:pos:R:3:forces:R:3 method="wB97M-V/def2-TZVPD" total_charge=0 multiplicity=1 smiles="O=C(O)c1cccc(NS(=O)(=O)c2ccc(C3CCCCC3)cc2)c1"
O 0.741098 -2.199862 1.052213 0.099 0.044 -0.014
C 1.761204 -2.738746 0.696239 -0.652 0.045 0.234
O 1.922773 -4.068245 0.778497 0.297 -0.453 -0.049
C 2.927810 -2.036507 0.118982 0.406 0.178 -0.170
C 4.052164 -2.720750 -0.335182 -0.183 0.019 0.093
C 5.090028 -2.002638 -0.900640 0.004 0.003 -0.041
C 5.014914 -0.626519 -1.021590 -0.159 0.218 0.051
C 3.890725 0.066607 -0.568733 -0.087 -1.008 0.197
N 3.774940 1.437975 -0.744040 -0.395 1.069 0.373
S 3.144110 2.464837 0.454474 0.549 -0.080 -0.358
O 3.657881 2.086571 1.737830 -0.387 -0.208 -0.029
O 3.438135 3.776779 -0.040630 -0.164 -0.042 -0.219
C 1.397378 2.129873 0.395510 0.558 0.090 0.021
C 0.735495 1.862730 1.578821 0.076 -0.008 0.170
C -0.595303 1.496533 1.534845 0.093 0.087 -0.146
C -1.267130 1.377831 0.318886 -0.003 0.086 0.168
C -2.676852 0.850484 0.336947 0.135 -0.183 -0.300
C -2.632061 -0.678949 0.486932 -0.270 0.086 0.343
C -4.043364 -1.231898 0.656394 0.102 -0.147 -0.280
C -4.921763 -0.841549 -0.528496 -0.153 0.115 0.276
C -4.941064 0.674001 -0.706612 0.098 -0.147 -0.287
C -3.521755 1.207686 -0.885576 -0.179 0.173 0.342
C -0.584126 1.683806 -0.853947 0.055 0.049 0.029
C 0.746011 2.068221 -0.819201 -0.017 0.023 -0.124
C 2.852463 -0.652649 0.010214 0.025 -0.305 0.021
H 1.125622 -4.472119 1.155708 0.030 0.331 -0.048
H 4.102112 -3.793648 -0.246444 0.023 -0.079 -0.002
H 5.969660 -2.518775 -1.254634 0.071 -0.028 -0.034
H 5.829092 -0.077557 -1.472483 0.111 0.057 -0.038
H 4.557035 1.881679 -1.202981 -0.015 0.234 0.010
H 1.283827 1.920499 2.505399 -0.005 -0.046 0.158
H -1.117826 1.277147 2.453845 -0.065 -0.041 0.109
H -3.175986 1.258645 1.223884 0.021 0.007 0.004
H -2.168107 -1.110774 -0.401916 0.109 -0.023 -0.063
H -2.011558 -0.951848 1.341578 0.079 -0.033 -0.031
H -4.004938 -2.318851 0.748083 -0.026 -0.020 0.088
H -4.479588 -0.834775 1.576088 -0.027 -0.022 0.086
H -5.938004 -1.210885 -0.375741 -0.004 -0.052 -0.079
H -4.530138 -1.306578 -1.436058 -0.015 -0.054 -0.076
H -5.546800 0.937051 -1.576246 -0.052 0.059 0.045
H -5.398301 1.138399 0.170156 -0.057 0.055 0.029
H -3.542010 2.291154 -1.022482 0.055 0.021 -0.090
H -3.092643 0.756193 -1.781637 0.079 0.017 -0.090
H -1.082378 1.612737 -1.807148 -0.068 0.004 -0.109
H 1.288898 2.295395 -1.722807 0.014 -0.022 -0.170
H 1.968303 -0.158693 0.373715 -0.108 -0.068 0.001


Record 2
116
Properties=species:S:1:pos:R:3:forces:R:3 method="wB97M-V/def2-TZVPD" total_charge=0 multiplicity=1
Zn 0.264430 3.739483 0.824511 1.447 -3.266 -0.226
Cd 0.631130 -4.000527 -0.745809 0.618 -3.593 -0.187
C 1.844460 -0.293557 0.638341 -0.190 -2.713 -1.048
C 1.382860 -1.481177 -0.017639 0.197 1.584 -0.282
C 0.197820 -1.308497 -1.042119 -1.550 0.761 -0.598
O -0.318290 -2.361927 -1.535249 0.194 4.309 -0.238
C -0.309760 0.042513 -1.325979 0.954 -3.548 -0.190
C 0.166900 1.103363 -0.634339 -0.406 0.515 -0.660
C 1.229540 0.884653 0.400771 0.226 2.234 3.336
O 1.475530 1.818783 1.300471 -1.322 0.545 -2.221
O -0.325170 2.252543 -0.891159 0.744 2.032 1.535
O 1.836600 -2.619007 0.133871 1.601 1.638 1.194
H 2.547750 -0.374967 1.453911 0.113 -0.107 -0.129
H -1.040750 0.132943 -2.115829 -0.236 0.140 0.136
C -3.196060 -5.731967 -1.255299 6.586 1.927 0.074
C -4.185540 -5.639827 -0.327019 -5.821 -1.557 -2.030
C -4.021010 -4.994877 1.043461 -5.057 -0.268 2.683
O -5.043940 -4.867227 1.816441 2.109 -0.551 -2.327
C -2.807060 -4.563057 1.486291 4.741 0.215 -2.107
C -1.687350 -4.612797 0.582021 -4.968 -1.084 0.146
C -1.886740 -5.194887 -0.896839 -3.508 -1.044 0.801
O -0.881300 -5.134217 -1.664669 0.178 -0.652 -0.924
O -0.585730 -4.144107 0.875581 1.771 0.587 2.015
O -5.324510 -6.068807 -0.805449 2.484 1.412 2.830
H -3.348080 -6.078117 -2.266969 -0.192 -0.128 0.143
H -2.586250 -4.155597 2.461801 -0.464 0.003 0.101
C -1.567230 -1.053857 3.857941 -0.867 -0.897 0.108
C -0.629360 -0.037637 3.330631 0.577 -0.096 -0.052
O -0.739840 1.138633 4.080081 -0.261 1.874 0.587
H -2.606390 -0.837227 3.610331 -0.007 -0.157 -0.492
H -1.614250 -1.073967 4.946741 0.604 -0.024 0.199
H -1.270290 -2.044107 3.512481 -0.354 -0.076 -0.066
H -0.858990 0.286763 2.315681 0.267 -0.522 -0.204
H 0.407040 -0.355247 3.445041 0.133 -0.367 -0.569
H -0.600490 0.897293 4.998741 -0.057 0.232 0.201
C 2.881520 -2.487997 3.815421 -0.311 -0.265 -0.344
C 1.711830 -3.143397 4.500811 -0.122 -0.257 0.172
O 1.470600 -2.482207 5.733831 0.034 0.510 0.382
H 2.661920 -1.443877 3.592511 0.192 0.104 0.222
H 3.006820 -2.986957 2.854461 0.212 -0.013 -0.088
H 3.792210 -2.593167 4.405061 -0.028 0.181 -0.038
H 1.914190 -4.198767 4.683411 0.115 -0.137 -0.026
H 0.818340 -3.102757 3.877821 -0.093 0.049 -0.197
H 0.997820 -3.051507 6.345371 -0.055 -0.113 -0.149
C 1.626380 1.025963 -4.779199 -1.212 0.658 -0.339
C 0.094860 1.325493 -4.983459 0.973 -0.518 1.459
O -0.189550 2.523773 -4.269299 -0.157 0.707 -0.602
H 2.147810 1.781093 -5.367399 0.320 -0.384 -0.369
H 1.910530 -0.002617 -5.001409 0.090 0.149 -0.247
H 1.914490 1.280773 -3.759319 -0.339 -0.409 0.147
H -0.524380 0.537833 -4.554239 0.095 -0.291 -0.107
H -0.209550 1.420903 -6.025729 0.254 0.280 0.032
H -0.415710 2.325493 -3.357629 -0.048 -0.238 0.162
C 1.002920 -4.054797 -4.501639 -0.316 -0.476 0.891
C 1.653620 -4.858577 -3.373359 0.096 -1.033 -2.959
O 2.092170 -4.056497 -2.340469 1.264 0.575 0.565
H 0.215170 -3.447737 -4.055509 -0.146 -0.025 -0.282
H 0.580460 -4.799957 -5.175709 -0.136 0.325 -0.269
H 1.705800 -3.407567 -5.026189 0.088 -0.066 -0.021
H 2.519920 -5.346127 -3.820479 0.168 -0.382 0.106
H 0.985670 -5.650167 -3.033779 -0.061 0.373 0.375
H 2.836850 -3.543417 -2.662669 0.075 0.231 0.311
C 4.106150 2.213763 5.351151 -0.127 -0.092 -0.437
C 2.978190 1.514453 4.592191 0.189 -0.752 1.332
O 3.391370 1.059153 3.335771 0.422 0.472 -0.457
H 4.099980 3.261733 5.051451 0.484 0.003 0.159
H 5.058390 1.742943 5.106871 0.015 0.128 -0.175
H 4.013420 2.143363 6.434921 -0.324 0.063 -0.033
H 2.106770 2.168323 4.557911 -0.203 0.126 -0.293
H 2.682160 0.620183 5.140591 -0.244 -0.032 0.444
H 2.641650 1.148673 2.742891 -0.234 0.258 -0.551
C -2.021900 -1.995827 -4.642949 -0.423 0.490 -0.743
C -2.931560 -2.675077 -3.622239 0.589 -0.078 -1.694
O -2.952210 -1.877577 -2.498439 -0.271 0.626 1.416
H -1.836920 -2.626587 -5.512439 0.400 -0.134 0.103
H -1.114770 -1.629217 -4.162519 0.387 -0.628 0.030
H -2.420420 -1.067037 -5.051139 -0.626 0.046 0.059
H -2.457150 -3.627577 -3.386099 -0.483 -0.420 0.053
H -3.952150 -2.778917 -3.990639 0.114 -0.280 0.004
H -2.060010 -2.004067 -2.167409 0.245 0.249 0.829
C -4.314590 2.832933 -3.595679 0.710 -0.932 0.510
C -3.491050 1.593413 -3.197109 0.954 0.242 -0.455
O -4.257560 0.455053 -3.060339 -2.017 0.205 0.049
H -4.981980 3.075343 -2.768679 -0.414 -0.079 -0.308
H -4.812290 2.610403 -4.539539 -0.312 0.249 0.212
H -3.650480 3.688893 -3.715619 0.107 -0.044 -0.183
H -2.904660 1.785443 -2.298569 0.019 0.307 0.471
H -2.747500 1.364243 -3.960469 0.348 0.473 -0.455
H -3.771270 -0.315007 -2.756809 0.564 -0.352 0.173
C 2.938420 3.382613 -2.371849 0.329 0.061 -0.014
C 2.058240 4.405853 -1.698199 0.486 0.546 -0.704
O 2.091240 4.244703 -0.272869 -1.051 0.172 0.255
H 3.983730 3.619823 -2.173949 0.157 -0.083 0.424
H 2.910000 3.438413 -3.460049 -0.566 -0.134 0.051
H 2.726630 2.380343 -1.999419 -0.046 -0.024 -0.230
H 1.016000 4.397363 -2.017199 0.078 -0.302 0.097
H 2.469350 5.394383 -1.902869 -0.204 0.197 -0.189
H 3.007240 4.220883 0.013451 0.081 -0.281 0.303
C -3.084950 1.852463 1.507081 -1.197 -0.050 -0.655
C -2.514010 3.217343 1.748071 -1.168 -1.029 0.984
O -1.152890 2.982663 2.067071 0.772 1.945 -1.174
H -2.621280 1.425923 0.617601 -0.156 -0.068 -0.090
H -4.155890 1.979953 1.349191 -0.109 -0.316 -0.278
H -2.986640 1.130833 2.318061 0.223 0.341 0.254
H -2.974320 3.689733 2.615861 -0.156 0.158 -0.001
H -2.708490 3.861003 0.890171 0.743 0.041 -0.141
H -1.150610 2.414163 2.840641 0.743 -0.685 0.900
C 3.248020 5.389523 3.461831 -0.302 -0.278 -1.627
C 2.050190 5.704373 2.471051 1.754 0.399 1.845
O 1.198110 4.567643 2.459921 -0.330 0.466 -0.085
H 3.895710 6.258943 3.574461 0.018 -0.112 -0.047
H 3.788910 4.534543 3.056181 0.381 0.181 -0.205
H 2.975910 5.017703 4.449661 -0.693 0.456 0.053
H 2.334200 5.905843 1.438171 0.190 0.110 0.351
H 1.542570 6.552893 2.929771 -0.369 0.173 -0.525
H 0.962560 4.515633 3.389121 -0.712 -0.894 0.062


For the records above, the corresponding relative energy (zero: lowest compared OMol25 entry of this formula, charge and spin) values read 5.0, 66.3 kcal/mol.
For the records above, the corresponding HOMO-LUMO gap values read 9.21, 3.82 eV.
For the records above, the corresponding E_HOMO values read -8.8865, -5.9606 eV.